[1]
Formula: C5H24N2O6
Source: the OMol25 dataset
Level of theory: ωB97M-V with the def2-TZVPD basis set

Its HOMO energy is -8.52 eV. For the lowest unoccupied orbital energy, the calculation gives 0.224 eV. The energy relative to the best compared isomer or geometry (same formula, charge and spin) is 382.0 kJ/mol. The spin multiplicity is 1. The orbital gap is 8.74 eV. For the total energy, the calculation gives -765.7327 Ha. Its SMILES is NC[C@@H]1CCCN1.O.O.O.O.O.O. The net charge is 0.

Element x y z (Å)
O1 0.560 -1.930 3.189
O2 -0.338 -2.274 -1.544
O3 3.151 -1.872 0.158
O4 -1.219 3.262 1.743
O5 1.557 -3.702 -1.139
O6 0.007 1.147 2.910
N1 -0.927 1.233 -2.339
N2 1.978 1.236 0.050
C1 -0.326 1.475 -0.974
C2 1.050 0.731 -1.051
C3 -2.232 -0.019 -0.588
C4 -1.285 1.009 0.097
C5 -2.123 0.323 -2.119
H1 0.837 -0.380 -0.857
H2 0.784 1.577 2.627
H3 1.255 -2.567 3.014
H4 0.925 -3.072 -0.669
H5 1.646 0.826 0.900
H6 -3.080 0.791 -2.445
H7 1.515 1.006 -1.998
H8 -1.952 -1.082 -0.484
H9 0.051 2.482 -0.633
H10 -1.091 2.135 -2.797
H11 -1.417 2.578 2.382
H12 -0.915 0.545 0.942
H13 0.145 0.459 3.583
H14 -0.297 -1.394 -1.073
H15 -0.391 3.554 1.975
H16 3.328 -1.246 -0.577
H17 -0.213 -1.990 -2.427
H18 2.454 -2.457 -0.095
H19 0.939 -4.235 -1.610
H20 -1.785 1.792 0.659
H21 -2.087 -0.565 -2.731
H22 2.355 2.141 0.086
H23 0.439 -1.881 4.126
H24 -3.298 0.363 -0.288

[2]
Formula: C44H52AsBrN7O4Y
Source: the OMol25 dataset
Level of theory: ωB97M-V with the def2-TZVPD basis set

Its HOMO energy is -12.20 eV. For the lowest unoccupied orbital energy, the calculation gives -4.723 eV. The energy relative to the best compared isomer or geometry (same formula, charge and spin) is 129.0 kJ/mol. The spin multiplicity is 1. The orbital gap is 7.47 eV. For the total energy, the calculation gives -7239.9609 Ha. The net charge is +2.

Element x y z (Å)
Y1 1.083 1.473 -0.022
Br1 8.163 -1.458 -1.716
As1 -0.519 -1.597 -0.400
O1 2.462 -0.469 -0.129
O2 -0.923 4.633 0.413
O3 4.116 1.504 -0.012
O4 0.171 2.912 1.359
N1 0.216 5.742 3.044
N2 3.106 -4.112 -1.453
N3 -1.905 6.651 2.959
N4 1.916 3.740 -0.695
N5 -1.620 4.417 3.456
N6 2.563 -3.423 0.609
N7 -0.447 0.297 -0.597
C1 -2.685 -3.191 2.845
C2 -1.111 2.849 -3.192
C3 0.096 4.076 0.764
C4 4.207 -2.060 -0.677
C5 -1.898 -2.880 -2.558
C6 5.515 -2.266 -1.109
C7 5.981 0.089 -0.805
C8 -2.463 -2.350 3.926
C9 -0.509 0.812 -4.298
C10 -0.889 2.154 -4.361
C11 -0.622 -3.666 -2.746
C12 1.561 6.124 0.106
C13 4.664 0.300 -0.428
C14 -0.611 0.859 -1.877
C15 -5.303 -2.748 -4.238
C16 -2.385 -4.023 0.542
C17 -0.978 -1.052 2.509
C18 -4.304 -1.525 -2.275
C19 1.887 -4.619 0.416
C20 0.570 -6.547 0.716
C21 -3.266 -1.238 -1.388
C22 -2.061 -1.926 -1.535
C23 0.897 6.913 2.472
C24 -1.580 -1.298 3.740
C25 -0.986 2.212 -1.954
C26 -3.125 -2.602 5.251
C27 3.792 -0.773 -0.397
C28 -3.551 -0.211 -0.319
C29 -1.273 -1.862 1.407
C30 -2.102 -2.985 1.602
C31 -2.958 -3.127 -3.414
C32 -0.057 0.146 2.465
C33 -1.104 5.607 3.137
C34 -0.351 0.177 -3.085
C35 0.690 7.046 0.965
C36 0.870 -6.950 -0.596
C37 5.022 2.604 0.117
C38 3.299 -3.213 -0.540
C39 1.066 -5.373 1.248
C40 1.693 -6.199 -1.410
C41 2.219 -5.019 -0.882
C42 6.382 -1.193 -1.172
C43 -4.174 -2.458 -3.289
C44 1.484 4.633 0.428
H1 5.453 2.873 -0.847
H2 0.564 7.812 2.993
H3 4.456 3.447 0.508
H4 -1.538 7.569 2.783
H5 -4.320 -0.586 0.361
H6 -2.619 4.293 3.457
H7 -1.016 2.639 -5.319
H8 -5.245 -0.995 -2.160
H9 1.943 -6.508 -2.416
H10 -0.417 -4.325 -1.899
H11 -1.295 2.732 -1.051
H12 -2.904 6.542 2.948
H13 -4.210 -2.614 5.144
H14 2.786 -3.042 1.513
H15 -3.261 -3.765 -0.055
H16 0.321 0.383 3.459
H17 -1.339 -0.656 4.582
H18 -1.544 -4.163 -0.137
H19 1.290 6.287 -0.940
H20 2.606 6.434 0.208
H21 -0.065 -7.176 1.326
H22 -2.575 -4.983 1.019
H23 -1.425 3.885 -3.225
H24 -2.863 -1.836 5.980
H25 1.902 -1.276 -0.262
H26 -0.357 6.889 0.716
H27 -2.839 -3.866 -4.199
H28 0.455 -7.877 -0.967
H29 0.768 4.933 3.279
H30 1.449 4.053 -1.546
H31 5.810 2.369 0.831
H32 -0.692 -4.291 -3.635
H33 0.937 8.075 0.694
H34 6.707 0.884 -0.826
H35 1.953 6.806 2.718
H36 -3.937 0.702 -0.777
H37 -5.006 -2.535 -5.266
H38 5.830 -3.266 -1.367
H39 -2.830 -3.571 5.656
H40 -3.328 -4.055 2.975
H41 -2.680 0.051 0.272
H42 0.830 -0.049 1.843
H43 -6.182 -2.149 -4.007
H44 -0.027 -0.854 -3.061
H45 2.130 4.393 1.277
H46 0.256 -3.026 -2.861
H47 0.829 -5.063 2.258
H48 -0.607 1.009 2.095
H49 -0.334 0.257 -5.211
H50 -1.076 3.587 3.276
H51 -5.585 -3.801 -4.195
H52 2.909 3.869 -0.871

[3]
Formula: C35H47NO18
Source: the OMol25 dataset
Level of theory: ωB97M-V with the def2-TZVPD basis set

Its HOMO energy is -9.83 eV. For the lowest unoccupied orbital energy, the calculation gives -0.657 eV. The energy relative to the best compared isomer or geometry (same formula, charge and spin) is 59.7 kJ/mol. The spin multiplicity is 1. The orbital gap is 9.17 eV. For the total energy, the calculation gives -2771.0050 Ha. Its SMILES is O=C=Nc1cccc2c1C(=O)c1ccccc1C2=O.CCOC(=O)OC.CCOC(=O)OC.CCOC(=O)OC.CCOC(=O)OC.CCOC(=O)OC. The net charge is 0.

Element x y z (Å)
O1 -0.442 5.519 -2.154
O2 -8.440 -2.656 3.886
O3 -3.864 -1.611 3.576
O4 1.671 -7.756 -1.739
O5 0.676 10.298 -1.840
O6 1.594 -1.657 2.573
O7 0.835 4.107 -1.136
O8 0.451 -9.029 -0.493
O9 2.718 -0.341 1.117
O10 2.732 11.239 -1.880
O11 2.575 9.097 -2.096
O12 5.915 -3.821 -3.399
O13 -1.403 3.930 -0.860
O14 6.233 -2.200 -1.852
O15 1.615 -7.357 0.487
O16 4.314 -3.383 -2.019
O17 0.558 -0.306 1.080
O18 -2.463 0.420 5.391
N1 -3.998 1.459 3.884
C1 -8.144 0.376 4.150
C2 -7.644 -1.982 3.287
C3 -1.052 -0.052 2.899
C4 1.153 7.764 -3.562
C5 -6.727 -3.541 -0.088
C6 2.597 -6.673 -1.909
C7 -6.917 -2.482 2.037
C8 1.801 7.892 -2.200
C9 0.023 -9.440 0.806
C10 7.247 -3.616 -3.891
C11 -7.226 -0.573 3.720
C12 -0.433 4.465 -1.328
C13 1.034 2.958 -0.294
C14 1.873 10.216 -1.925
C15 3.995 -7.063 -1.479
C16 -7.530 -3.185 1.006
C17 3.836 -2.692 -0.864
C18 -5.380 -3.204 -0.168
C19 1.618 -0.856 1.679
C20 5.555 -3.044 -2.376
C21 -3.277 1.016 4.789
C22 -5.554 -2.156 1.960
C23 -4.944 -1.351 3.113
C24 -5.856 -0.237 3.638
C25 -5.380 1.033 3.978
C26 -1.752 5.954 -2.525
C27 1.277 -7.980 -0.485
C28 -0.724 -0.720 1.582
C29 8.279 -4.241 -2.975
C30 0.722 1.670 -1.023
C31 2.105 12.518 -1.792
C32 -6.317 1.981 4.426
C33 3.937 -0.773 1.725
C34 -4.752 -2.501 0.881
C35 -7.666 1.645 4.496
H1 -9.209 0.132 4.187
H2 4.316 -7.970 -1.995
H3 -2.368 6.143 -1.648
H4 2.889 13.255 -1.632
H5 2.784 -2.943 -0.741
H6 0.860 -9.868 1.357
H7 4.024 -0.349 2.726
H8 2.245 -5.785 -1.381
H9 1.900 7.848 -4.354
H10 -4.767 -3.494 -1.024
H11 9.277 -4.155 -3.406
H12 0.423 8.558 -3.730
H13 7.436 -2.553 -4.044
H14 0.963 0.808 -0.393
H15 2.496 7.067 -2.050
H16 -0.358 -0.358 3.681
H17 1.592 12.748 -2.726
H18 1.408 12.560 -0.956
H19 -0.334 1.613 -1.293
H20 1.064 7.842 -1.398
H21 4.702 -6.262 -1.696
H22 -0.767 -1.808 1.662
H23 -8.408 2.383 4.813
H24 -2.052 -0.309 3.212
H25 -2.223 5.211 -3.169
H26 7.288 -4.096 -4.868
H27 -8.592 -3.428 1.083
H28 4.037 -7.275 -0.410
H29 -1.456 -0.420 0.831
H30 4.380 -3.025 0.018
H31 -0.737 -10.206 0.671
H32 -0.973 1.035 2.805
H33 -1.642 6.882 -3.081
H34 -6.033 2.992 4.727
H35 4.760 -0.405 1.117
H36 -3.693 -2.230 0.835
H37 0.646 6.809 -3.655
H38 0.449 3.054 0.622
H39 8.054 -5.296 -2.809
H40 -0.412 -8.609 1.359
H41 2.085 2.969 -0.009
H42 3.994 -1.858 1.766
H43 2.599 -6.435 -2.972
H44 1.293 1.609 -1.953
H45 3.923 -1.614 -0.984
H46 8.286 -3.758 -1.998
H47 -7.205 -4.084 -0.908

[4]
Formula: C38H37IrN2O5P
Source: the OMol25 dataset
Level of theory: ωB97M-V with the def2-TZVPD basis set

Its HOMO energy is -10.63 eV. For the lowest unoccupied orbital energy, the calculation gives -4.476 eV. The energy relative to the best compared isomer or geometry (same formula, charge and spin) is 0.1 kJ/mol. The spin multiplicity is 1. The orbital gap is 6.15 eV. For the total energy, the calculation gives -2401.4851 Ha. The net charge is +1.

Element x y z (Å)
Ir1 -0.046 0.297 0.100
P1 -1.215 0.092 2.008
O1 0.414 -1.656 0.378
O2 1.708 -4.034 1.761
O3 4.143 -2.970 3.104
O4 4.262 -0.056 2.533
O5 1.763 0.560 0.881
N1 -0.251 2.242 -0.478
N2 -1.697 0.229 -1.132
C1 -3.175 -3.500 1.655
C2 -4.161 -2.507 -1.676
C3 1.956 -0.633 5.218
C4 1.113 -1.664 4.832
C5 1.960 1.713 -2.126
C6 -3.631 -1.301 -1.228
C7 0.834 4.261 0.496
C8 3.389 -2.354 2.417
C9 -0.162 -1.459 -2.844
C10 -1.216 2.512 -1.290
C11 -3.370 -1.172 3.145
C12 2.251 -0.590 1.302
C13 -0.031 -0.161 3.336
C14 1.544 -1.733 1.053
C15 -0.347 4.579 1.368
C16 -1.416 3.828 -1.961
C17 -4.160 -3.377 2.619
C18 -3.412 -3.369 -2.455
C19 0.121 -1.433 3.889
C20 -3.169 1.526 -2.637
C21 0.866 3.165 -0.360
C22 3.056 3.733 -1.115
C23 -1.542 -1.841 -2.386
C24 -2.286 -2.458 1.418
C25 1.959 2.886 -1.183
C26 1.950 5.092 0.519
C27 -2.068 1.355 -1.646
C28 -4.253 -2.211 3.371
C29 -2.316 -1.001 -1.578
C30 -2.151 1.591 2.388
C31 -2.388 -1.280 2.151
C32 0.829 0.869 3.721
C33 3.056 4.829 -0.269
C34 -4.495 -0.379 -0.412
C35 2.126 -2.908 1.713
C36 3.444 -0.834 2.125
C37 -2.115 -3.030 -2.813
C38 1.812 0.634 4.663
H1 -3.437 -0.292 3.769
H2 3.920 3.525 -1.733
H3 -1.504 -2.584 0.686
H4 1.945 5.955 1.173
H5 -1.174 3.749 -3.024
H6 -5.005 -2.118 4.143
H7 -5.175 -2.766 -1.401
H8 -3.909 0.315 0.184
H9 3.918 5.481 -0.228
H10 1.235 -2.655 5.250
H11 -5.120 -0.954 0.270
H12 -0.521 -2.248 3.577
H13 -5.158 0.205 -1.054
H14 0.247 -2.233 -3.491
H15 -2.816 2.090 -3.500
H16 0.764 1.844 3.255
H17 -2.462 4.131 -1.892
H18 -2.730 1.450 3.298
H19 -3.985 2.100 -2.190
H20 -0.286 5.604 1.727
H21 -3.081 -4.413 1.083
H22 0.526 -1.343 -2.006
H23 -2.828 1.825 1.567
H24 -1.535 -3.696 -3.439
H25 -0.785 4.597 -1.525
H26 -0.174 -0.524 -3.410
H27 1.183 1.802 -2.889
H28 -3.840 -4.302 -2.794
H29 -0.360 3.933 2.245
H30 -1.475 2.426 2.530
H31 -3.558 0.568 -2.971
H32 2.741 -0.819 5.938
H33 2.489 1.429 4.945
H34 -1.299 4.463 0.846
H35 2.918 1.640 -2.637
H36 -4.847 -4.193 2.801
H37 1.809 0.763 -1.603

[5]
Formula: C44H38BCrF3O5
Source: the OMol25 dataset
Level of theory: ωB97M-V with the def2-TZVPD basis set

Its HOMO energy (alpha / beta) is -16.28 / -16.36 eV. For the lowest unoccupied orbital energy (alpha / beta), the calculation gives -10.449 / -11.840 eV. The energy relative to the best compared isomer or geometry (same formula, charge and spin) is 0.0 kJ/mol. The spin multiplicity is 4. The orbital gap (alpha / beta) is 5.83 / 4.52 eV. For the total energy, the calculation gives -3443.5375 Ha. The net charge is +3.

Element x y z (Å)
Cr1 3.069 -2.026 3.594
F1 6.156 2.768 -1.681
F2 5.678 2.544 -3.821
F3 6.094 0.764 -2.587
O1 4.779 0.225 4.826
O2 1.811 0.520 2.525
O3 4.422 -1.438 0.912
O4 -0.839 2.668 -0.834
O5 -1.024 1.209 -2.696
C1 3.193 1.212 -3.171
C2 3.365 -4.180 3.501
C3 2.234 -0.459 2.997
C4 1.832 1.053 -2.888
C5 -1.424 3.412 -1.893
C6 -0.762 -1.675 -2.113
C7 1.207 -3.031 3.555
C8 -2.864 -4.128 -0.366
C9 3.967 -1.766 1.935
C10 2.119 2.177 -0.788
C11 -2.806 2.709 3.503
C12 0.098 -2.408 2.839
C13 1.492 -2.639 4.890
C14 1.293 1.551 -1.709
C15 -2.280 -3.307 0.591
C16 1.732 -2.716 -1.379
C17 -0.332 4.258 -2.555
C18 -1.962 2.248 -2.884
C19 -2.695 -1.962 0.792
C20 1.005 -3.290 -2.435
C21 -3.029 1.173 1.629
C22 -3.337 1.712 -2.488
C23 -0.551 0.109 -0.382
C24 1.187 -1.658 -0.666
C25 -3.776 -1.507 -0.017
C26 2.160 -3.830 2.882
C27 -1.727 0.541 3.562
C28 -3.880 -3.634 -1.193
C29 4.214 -0.716 4.441
C30 -1.953 -1.162 1.775
C31 3.645 -3.748 4.802
C32 -1.982 1.778 4.148
C33 -0.848 -1.795 2.366
C34 5.480 1.995 -2.577
C35 -2.283 0.172 2.304
C36 -0.264 -2.799 -2.765
C37 -4.287 -2.303 -1.045
C38 2.689 -2.995 5.503
C39 4.002 1.872 -2.257
C40 -1.975 2.572 -4.372
C41 3.485 2.358 -1.061
C42 -0.048 -1.109 -1.041
C43 -3.305 2.404 2.231
C44 -2.489 4.328 -1.297
B1 -0.353 1.476 -1.459
H1 -3.548 0.799 -3.064
H2 -3.364 1.017 0.607
H3 1.714 -1.191 0.174
H4 4.128 2.859 -0.343
H5 -1.082 -0.168 4.083
H6 -1.473 -3.718 1.204
H7 1.219 0.522 -3.616
H8 -2.311 1.685 -4.923
H9 -3.374 1.456 -1.420
H10 -3.909 3.132 1.684
H11 3.613 0.810 -4.091
H12 1.722 2.542 0.161
H13 -0.874 -3.279 -3.535
H14 -1.620 0.052 -0.178
H15 -0.005 0.329 0.538
H16 -4.349 -4.281 -1.933
H17 -0.754 4.956 -3.289
H18 0.753 -2.018 5.403
H19 -1.703 -1.208 -2.408
H20 4.594 -4.002 5.279
H21 0.184 4.851 -1.786
H22 -3.052 3.655 3.983
H23 -2.008 5.100 -0.680
H24 -4.252 -0.548 0.175
H25 1.935 -4.136 1.854
H26 -3.189 3.777 -0.658
H27 1.435 -4.111 -3.009
H28 -1.527 2.010 5.110
H29 -4.128 2.440 -2.705
H30 -2.503 -5.154 -0.472
H31 2.890 -2.663 6.519
H32 4.093 -4.778 2.952
H33 -0.976 2.837 -4.734
H34 -3.053 4.845 -2.085
H35 2.716 -3.094 -1.096
H36 -2.672 3.390 -4.587
H37 0.414 3.630 -3.061
H38 -5.017 -1.874 -1.734

[6]
Formula: C3H7N4
Source: the OMol25 dataset
Level of theory: ωB97M-V with the def2-TZVPD basis set

Its HOMO energy is -14.06 eV. For the lowest unoccupied orbital energy, the calculation gives -4.384 eV. The energy relative to the best compared isomer or geometry (same formula, charge and spin) is 481.8 kJ/mol. The spin multiplicity is 1. The orbital gap is 9.67 eV. For the total energy, the calculation gives -337.1207 Ha. Its SMILES is N[N@H+]1C=CN=CN1. The net charge is +1.

Element x y z (Å)
N1 -0.403 0.044 -0.553
N2 0.366 -1.099 -0.452
N3 -1.568 0.132 0.660
N4 2.145 0.022 0.502
C1 1.496 -1.073 0.207
C2 1.640 1.155 0.042
C3 0.404 1.329 -0.473
H1 -0.219 2.158 -0.817
H2 2.156 2.108 0.160
H3 -0.950 0.177 -1.364
H4 -1.027 -0.056 1.494
H5 -2.402 -0.421 0.666
H6 0.247 -1.701 -1.254
H7 2.097 -1.884 0.588